Below is 13 unconnected molecules or ions with the total composition C21H68N4O13, with properties calculated with the ωB97M-V functional and the def2-TZVPD basis.

Values from the calculation:
**E_HOMO**: -8.88 eV
**Orbital gap**: 8.8166 eV

```
106
C21H68N4O13, DFT the ωB97M-V functional and the def2-TZVPD basis
C -1.6712 -1.7564 2.4928
C -2.2241 -2.3198 3.7901
O -1.1953 -2.9288 4.5525
H -0.9400 -1.0465 2.7576
H -2.5089 -1.3203 2.0384
H -1.3413 -2.5862 1.8455
H -2.8797 -3.1421 3.6260
H -2.6650 -1.4939 4.2228
H -1.2741 -2.6350 5.4491
C 2.0604 3.7668 1.3360
C 2.6349 4.5817 0.1187
O 2.8414 5.9222 0.5663
H 2.8031 3.8579 2.2082
H 2.1578 2.6392 1.2451
H 1.1210 4.1613 1.6917
H 1.9102 4.5958 -0.6899
H 3.5896 4.1339 -0.1681
H 3.3782 6.3268 -0.0992
C -3.7134 -4.0495 -0.2671
C -3.1626 -3.1505 -1.2808
O -1.9343 -3.6715 -1.7095
H -3.0373 -4.0567 0.5753
H -3.7819 -5.0799 -0.6524
H -4.6884 -3.7688 0.1815
H -2.9335 -2.2102 -0.7826
H -3.6333 -3.1316 -2.3292
H -1.8208 -3.0509 -2.4725
C 0.8900 3.2419 -2.8894
C 1.1239 2.1173 -1.9395
O 1.4440 0.9439 -2.7077
H 0.6707 4.2166 -2.4286
H 0.0721 3.1271 -3.5658
H 1.8545 3.4753 -3.4297
H 0.1340 2.0771 -1.5364
H 1.7788 2.1833 -1.1240
H 1.3201 0.1333 -2.1693
C -2.1030 1.1564 -3.6751
C -2.9434 0.1956 -2.9742
O -2.5714 -1.0435 -3.2569
H -1.0161 0.7316 -3.7188
H -2.1832 2.1434 -3.2444
H -2.3538 1.2301 -4.7126
H -3.9709 0.2763 -3.1757
H -3.0083 0.2735 -1.8749
H -2.4839 -1.1994 -4.1634
C 3.4133 -2.3252 -2.7050
C 2.0992 -2.6842 -3.4170
O 1.1481 -2.9193 -2.4030
H 3.8081 -3.1429 -2.0585
H 3.1971 -1.4019 -2.2725
H 4.1564 -2.0351 -3.4233
H 2.2590 -3.5392 -3.9971
H 1.7031 -1.8056 -3.9543
H 0.7399 -3.8326 -2.3771
C 1.9989 -0.4796 3.1925
C 1.1903 0.7906 3.7073
O 0.4917 1.2748 2.5566
H 1.3566 -1.0860 2.5876
H 2.3961 -0.9605 4.0593
H 2.8500 -0.3332 2.5177
H 1.8641 1.5672 4.0810
H 0.4530 0.5780 4.5102
H -0.3013 1.6379 2.9131
C 5.2038 1.8375 -0.2833
C 4.5607 0.4712 -0.2422
O 5.3300 -0.2839 0.6689
H 5.2443 2.3067 0.7203
H 4.7649 2.5263 -0.9459
H 6.2513 1.7091 -0.6456
H 4.5404 0.0869 -1.2316
H 3.5590 0.5199 0.1096
H 4.8281 -1.0781 0.7157
C 2.5120 -3.2435 0.7122
O 3.4017 -2.2139 0.5927
N 2.8635 -4.4837 0.7987
N 1.1993 -3.0676 0.9314
H 3.8293 -4.6869 0.4718
H 2.2189 -5.2403 0.3745
H 0.4503 -3.7063 0.4302
H 0.8945 -2.0692 0.8380
C -0.2656 -0.2715 -0.3898
O -1.2705 0.7073 -0.1453
N 0.8220 -0.4868 0.3692
N -0.3766 -1.0615 -1.4421
H 0.8952 0.1808 1.1736
H 1.7180 -0.9311 0.0534
H -1.2434 -0.9368 -2.0578
H 0.2594 -1.9129 -1.6561
C -3.0835 1.5067 2.9150
O -2.2079 1.6886 3.9738
H -2.6621 1.3477 1.9575
H -3.6310 2.4370 2.7615
H -3.8116 0.7730 3.1711
H -2.7318 2.2326 4.6188
C -4.9087 -0.2028 0.1644
O -5.6842 -0.2877 -0.9113
H -5.4556 0.3766 0.8600
H -3.9212 0.2852 0.0185
H -4.4839 -1.2143 0.5270
H -5.8642 0.5394 -1.2118
C -1.8860 3.5504 0.0863
O -2.6258 4.6910 0.3968
H -0.9758 3.4640 0.7175
H -1.6480 3.5093 -0.8763
H -2.5376 2.7252 0.3521
H -2.6408 4.7366 1.3817
```

Results of the Löwdin charge analysis, in e, for atoms 1 through 8:
1 C -0.06
2 C -0.29
3 O -0.06
4 H 0.05
5 H 0.04
6 H 0.07
7 H 0.10
8 H 0.08



Below is 13 unconnected molecules or ions with the total composition C21H68O13, with properties calculated with the ωB97M-V functional and the def2-TZVPD basis.

Values from the calculation:
**E_HOMO**: -9.10 eV
**Orbital gap**: 9.0833 eV

```
102
C21H68O13, DFT the ωB97M-V functional and the def2-TZVPD basis
O 2.8612 -1.7483 -3.1622
H 2.4534 -2.2128 -3.8930
H 2.7074 -0.8225 -3.3505
O 0.1513 1.1001 -4.4981
H -0.3841 0.8970 -3.7310
H 0.0440 0.3423 -5.0730
O -2.0103 2.9492 -0.6603
H -2.0416 3.8637 -0.9413
H -2.8098 2.8282 -0.1480
O -3.7391 0.0738 -1.9367
H -4.0084 -0.2191 -2.8073
H -2.7834 0.1070 -1.9796
O 4.1113 0.9559 -0.9130
H 3.6202 0.8713 -1.7303
H 4.9507 1.3338 -1.1755
O 2.8008 0.9285 -3.5582
H 2.0026 0.9281 -4.0866
H 3.3967 1.5151 -4.0240
C -1.5081 1.5526 2.9684
C -2.8842 1.7563 3.5944
C -3.4171 3.1753 3.5477
O -3.8273 0.9150 3.0520
H -1.1604 0.5220 2.8972
H -0.6661 2.0305 3.4690
H -1.4752 1.9589 1.9575
H -2.7086 1.4628 4.6293
H -4.3210 3.3840 4.1198
H -3.7204 3.4709 2.5434
H -2.7347 3.8899 4.0079
H -4.1041 1.2439 2.1936
C 2.7801 2.0750 2.7742
C 3.9744 1.1452 2.9228
C 4.2099 0.5053 4.2237
O 3.8106 0.1348 1.9858
H 2.7572 2.5752 1.8060
H 2.9158 2.8268 3.5517
H 1.8447 1.5552 2.9812
H 4.8636 1.6710 2.5749
H 4.3881 1.2054 5.0400
H 5.1262 -0.0846 4.2459
H 3.3807 -0.1332 4.5281
H 3.6418 0.6281 1.1797
C 1.4557 -3.8249 1.9269
C 1.8385 -2.4026 2.1991
C 0.9505 -1.7137 3.2257
O 3.1646 -2.3899 2.6172
H 1.5547 -4.4671 2.8020
H 2.0175 -4.2520 1.0962
H 0.4519 -3.6451 1.5418
H 1.8698 -1.9143 1.2250
H -0.0951 -1.6323 2.9285
H 1.3744 -0.7146 3.3269
H 0.9440 -2.2546 4.1719
H 3.4174 -1.4989 2.3647
C 0.8476 1.0655 -0.6452
C -0.0505 0.0715 -1.4057
C -0.7495 -0.8943 -0.4605
O -1.0122 0.7693 -2.1107
H 0.3505 1.5463 0.1973
H 1.2511 1.8094 -1.3321
H 1.7153 0.4904 -0.3219
H 0.5405 -0.5620 -2.0673
H -1.3047 -0.4143 0.3454
H 0.0614 -1.4405 0.0213
H -1.3341 -1.5353 -1.1203
H -1.3007 1.5340 -1.6071
C 0.1683 -4.0619 -2.1214
C -0.3634 -4.9777 -3.1651
C -1.5231 -4.4251 -3.9088
O 0.6534 -5.2913 -4.0842
H 0.2240 -3.0199 -2.4363
H 1.1734 -4.3875 -1.8535
H -0.4548 -4.0574 -1.2271
H -0.5971 -5.8934 -2.6220
H -1.1859 -3.6062 -4.5442
H -2.2701 -4.0111 -3.2315
H -1.8878 -5.2527 -4.5171
H 1.1818 -6.0472 -3.8178
C -5.8526 -1.8742 2.6891
C -4.5077 -2.5501 2.2814
C -4.1840 -2.4332 0.7963
O -3.3824 -1.9403 2.9330
H -5.9437 -1.8785 3.7753
H -6.7249 -2.2742 2.1722
H -5.7740 -0.8310 2.3832
H -4.5319 -3.5952 2.5903
H -4.2542 -1.4383 0.3565
H -4.9064 -2.9937 0.2029
H -3.2416 -2.9088 0.5248
H -3.4015 -0.9805 2.9287
C 0.7072 4.4354 -2.0522
C 1.7932 5.2296 -2.8212
C 2.9878 4.3094 -3.1461
O 1.2772 5.8033 -4.0286
H 1.2017 3.9912 -1.1883
H 0.4291 3.5453 -2.6165
H -0.1012 5.1042 -1.7568
H 2.1708 5.9917 -2.1396
H 3.2943 3.7051 -2.2923
H 3.8094 4.9145 -3.5294
H 2.6919 3.6606 -3.9704
H 0.8774 5.1508 -4.6082
```

Results of the Löwdin charge analysis, in e, for atoms 1 through 8:
1 O -0.05
2 H 0.03
3 H -0.04
4 O -0.04
5 H 0.00
6 H 0.05
7 O -0.02
8 H 0.05



Below is a molecular structure, C21H72O15, with properties calculated with the ωB97M-V functional and the def2-TZVPD basis.

Values from the calculation:
**E_HOMO**: -9.80 eV
**Orbital gap**: 10.1942 eV

```
108
C21H72O15, DFT the ωB97M-V functional and the def2-TZVPD basis
C -1.3337 -1.2000 -2.7604
O -1.1604 -2.5926 -2.9193
H -0.7713 -0.8504 -1.8820
H -0.9415 -0.5947 -3.5876
H -2.3645 -0.8976 -2.5757
H -0.2466 -2.7911 -2.6391
C 3.6833 -3.9695 1.6785
C 3.8348 -2.6973 0.8627
O 4.5419 -3.0035 -0.3603
H 3.0789 -3.8685 2.5783
H 4.6957 -4.2182 2.0236
H 3.3631 -4.8290 1.0913
H 4.4265 -1.9092 1.3320
H 2.8705 -2.3026 0.5416
H 5.2310 -3.6268 -0.1064
C 3.9340 1.6455 -1.1247
C 4.1863 0.9181 0.1787
O 4.8806 1.7189 1.1373
H 3.5018 2.6287 -0.9180
H 3.2195 1.1396 -1.7757
H 4.8476 1.8128 -1.6988
H 4.7623 0.0009 0.0230
H 3.2452 0.6414 0.6545
H 5.8231 1.5943 1.0021
C -0.6026 -3.3978 5.8942
C 0.6583 -2.8695 5.2281
O 0.3229 -1.9462 4.2100
H -0.3751 -4.3163 6.4480
H -1.4145 -3.6821 5.2220
H -1.0422 -2.7143 6.6226
H 1.2389 -3.6813 4.7913
H 1.2734 -2.3863 5.9939
H -0.0131 -1.0780 4.5324
C 0.3734 -0.5157 0.3047
C 0.8191 0.6242 -0.5743
O -0.3025 1.4607 -0.9259
H 0.0794 -0.1863 1.3011
H 1.1481 -1.2602 0.4949
H -0.4473 -1.0112 -0.2146
H 1.3168 0.2704 -1.4802
H 1.4948 1.2789 -0.0300
H -0.2876 1.6663 -1.8696
C -2.2496 2.8766 -5.3880
C -2.9142 2.1047 -4.2925
O -3.9586 1.2433 -4.7495
H -1.6966 2.2357 -6.0748
H -1.5186 3.5363 -4.9141
H -2.9478 3.5128 -5.9305
H -3.4583 2.7794 -3.6169
H -2.1965 1.5585 -3.6658
H -4.4323 0.8668 -4.0055
C 0.2574 -3.5829 0.6153
C -1.0385 -3.8967 1.3676
O -1.4092 -2.7279 2.0881
H 0.6570 -4.5221 0.2193
H 0.9947 -3.0641 1.2257
H 0.0485 -2.9920 -0.2766
H -0.9686 -4.7616 2.0313
H -1.8537 -4.0187 0.6538
H -0.8096 -2.4559 2.8102
C 2.3547 -1.5398 -1.7828
C 2.5304 -2.7222 -2.7327
O 1.4122 -3.5888 -2.5514
H 2.5467 -1.8488 -0.7543
H 1.3234 -1.1906 -1.8369
H 3.0707 -0.7517 -2.0135
H 3.4817 -3.1984 -2.4783
H 2.5763 -2.3692 -3.7667
H 1.4587 -4.2498 -3.2510
C -2.7535 -0.3317 4.7824
C -1.9394 0.9428 5.0249
O -0.5343 0.6540 4.9769
H -2.7009 -1.0101 5.6271
H -2.4086 -0.7908 3.8532
H -3.7567 0.0097 4.5149
H -2.2154 1.3379 6.0070
H -2.1311 1.6929 4.2554
H -0.1419 1.3234 4.3912
C 0.7513 1.5091 -4.9338
C 1.2560 2.8010 -4.3471
O 0.4814 3.1082 -3.1867
H 1.2187 1.3299 -5.9037
H -0.3312 1.5084 -5.0624
H 0.9710 0.6216 -4.3349
H 1.1482 3.6004 -5.0860
H 2.3147 2.7430 -4.0800
H 0.8261 3.8808 -2.7299
C -2.5986 4.1596 -1.1468
C -4.0770 4.2793 -0.7984
O -4.3754 5.4645 -0.0716
H -2.4106 3.1232 -1.4110
H -1.8952 4.4552 -0.3659
H -2.3972 4.8737 -1.9472
H -4.4857 3.3636 -0.3681
H -4.5777 4.4215 -1.7684
H -5.3197 5.5432 0.0745
O -1.4483 3.9420 3.0148
H -2.4052 4.0640 3.0331
H -1.2506 3.7244 2.0782
O -3.2050 -1.4198 0.3991
H -3.2662 -1.9991 -0.3676
H -2.5737 -1.8351 1.0214
O -2.8264 1.3235 0.3653
H -3.1507 0.4108 0.3355
H -1.9235 1.2768 -0.0080
O 0.4386 2.8303 3.6023
H 1.1806 3.4264 3.7567
H -0.2956 3.4042 3.1705
```

Results of the Löwdin charge analysis, in e, for atoms 1 through 8:
1 C -0.16
2 O -0.11
3 H 0.04
4 H 0.07
5 H 0.08
6 H 0.03
7 C -0.07
8 C -0.29



Below is 19 unconnected molecules or ions with the total composition C21H79N2O21, with properties calculated with the ωB97M-V functional and the def2-TZVPD basis.

Values from the calculation:
**E_HOMO**: -11.25 eV
**Charge**: +1
**Orbital gap**: 6.7805 eV

```
123
C21H79N2O21, DFT the ωB97M-V functional and the def2-TZVPD basis
O 0.2158 -0.2619 2.6895
C -0.2336 0.7338 2.3389
C -0.5648 0.8732 0.8629
N -1.8186 1.6648 0.5587
C -2.9286 1.4911 1.5386
O -4.1255 1.6189 0.7940
N -4.7844 0.3148 0.7405
O -4.6053 -0.2049 -0.2676
H -0.3600 1.5461 3.0711
H 0.2470 1.3450 0.3238
H -0.7179 -0.1191 0.4668
H -1.5737 2.6594 0.4301
H -2.1524 1.3440 -0.3514
H -2.9334 0.5198 2.0195
H -2.9192 2.3218 2.2401
C 2.4296 2.9205 -1.7829
O 1.0455 3.2313 -1.5505
H 2.7367 2.1892 -1.0406
H 2.5640 2.4957 -2.7766
H 3.0455 3.8128 -1.6804
H 0.7763 3.8782 -2.2096
C -2.2863 6.0450 -0.1544
O -2.1413 4.6957 -0.6215
H -1.2932 6.4437 0.0293
H -2.7833 6.6529 -0.9102
H -2.8614 6.0699 0.7730
H -3.0303 4.3619 -0.7863
C -4.2964 3.1720 5.5394
O -3.8943 3.2829 4.1645
H -4.9778 2.3325 5.6279
H -3.4203 2.9934 6.1654
H -4.8015 4.0839 5.8561
H -3.2940 4.0330 4.1062
C 2.0217 -3.4361 3.1755
O 0.6446 -3.1323 3.3953
H 2.3407 -4.1623 3.9175
H 2.1553 -3.8629 2.1760
H 2.6288 -2.5315 3.2772
H 0.3847 -2.4895 2.7292
C 1.4708 -3.3554 -0.8283
O 0.9530 -2.3010 -0.0115
H 0.8654 -3.4111 -1.7289
H 2.5064 -3.1483 -1.1050
H 1.4138 -4.3087 -0.2989
H 1.4987 -2.2636 0.7809
C 5.8332 1.2200 -3.1277
O 5.3315 2.3047 -2.3309
H 5.2498 1.1709 -4.0443
H 6.8761 1.3951 -3.3789
H 5.7329 0.2801 -2.5813
H 5.8593 2.3360 -1.5278
C -4.4612 -1.2211 4.1304
O -4.8294 0.1193 4.4501
H -4.3949 -1.7820 5.0574
H -5.2133 -1.6834 3.4863
H -3.4850 -1.2470 3.6311
H -4.8877 0.6112 3.6250
C -7.9065 4.7960 4.7496
O -6.6153 5.1051 4.2196
H -8.0546 5.3850 5.6498
H -8.6828 5.0500 4.0257
H -7.9684 3.7343 5.0026
H -6.4977 4.5771 3.4246
C -1.1851 -6.6973 2.4900
O 0.0148 -5.9369 2.5819
H -0.9941 -7.5574 1.8532
H -1.4957 -7.0476 3.4776
H -1.9873 -6.0985 2.0488
H -0.1656 -5.1759 3.1480
C 3.2774 -6.1067 6.3492
O 4.2253 -5.6046 5.4091
H 3.2291 -5.4096 7.1814
H 2.2873 -6.1875 5.8921
H 3.5874 -7.0856 6.7215
H 4.2616 -6.2294 4.6781
C 9.4937 1.6138 -5.3961
O 8.1231 1.9721 -5.1821
H 9.7730 0.8738 -4.6494
H 9.6191 1.1847 -6.3890
H 10.1325 2.4900 -5.2912
H 7.8912 2.6241 -5.8499
C -3.1008 -2.4525 -3.2816
O -4.3044 -2.4407 -2.5185
H -3.2353 -3.1376 -4.1147
H -2.8870 -1.4537 -3.6724
H -2.2645 -2.7987 -2.6681
H -4.1848 -1.8351 -1.7829
C 12.8490 0.7530 -6.3737
O 12.1394 1.8982 -6.8403
H 12.1551 -0.0840 -6.3498
H 13.6762 0.5126 -7.0458
H 13.2360 0.9247 -5.3659
H 12.7585 2.6346 -6.8590
C -5.4407 -4.0339 -6.7208
O -5.8220 -2.9610 -5.8642
H -6.0987 -4.0237 -7.5852
H -4.4078 -3.9101 -7.0582
H -5.5436 -4.9926 -6.2059
H -5.2364 -2.9785 -5.1023
C -9.7283 7.8597 6.1878
O -10.3109 7.7821 4.8905
H -10.0762 7.0096 6.7692
H -8.6377 7.8226 6.1135
H -10.0292 8.7814 6.6913
H -9.9975 8.5380 4.3849
C 6.5401 -2.8440 -2.3389
O 6.0488 -1.7724 -1.5338
H 5.9516 -2.8853 -3.2519
H 7.5877 -2.6734 -2.5949
H 6.4406 -3.7930 -1.8066
H 6.5807 -1.7504 -0.7322
C 7.7956 -1.9559 -5.6337
O 9.1032 -1.7151 -6.1456
H 7.6557 -1.3366 -4.7512
H 7.0398 -1.6916 -6.3777
H 7.6892 -3.0087 -5.3559
H 9.2121 -2.2684 -6.9252
C -7.7007 -1.1404 0.4328
O -9.0192 -1.3307 0.9199
H -7.1791 -0.4899 1.1308
H -7.1727 -2.0969 0.3703
H -7.7214 -0.6667 -0.5539
H -9.4808 -1.9064 0.3020
```

Results of the Löwdin charge analysis, in e, for atoms 1 through 8:
1 O 0.15
2 C -0.25
3 C -0.03
4 N 0.11
5 C -0.15
6 O -0.09
7 N 0.05
8 O 0.15



Below is a molecular structure, C21H8ClF8N4O3Ti, with properties calculated with the ωB97M-V functional and the def2-TZVPD basis.

Values from the calculation:
**Spin multiplicity**: 2
**⟨S²⟩**: 0.76
**E_HOMO (alpha / beta)**: -8.13 / -8.91 eV
**Orbital gap (alpha / beta)**: 6.7053 / 7.1734 eV

```
46
C21H8ClF8N4O3Ti, DFT the ωB97M-V functional and the def2-TZVPD basis
Ti -0.3045 0.1181 -0.7141
Cl 5.4882 4.4668 -1.0003
C 4.2853 3.2116 -1.0495
C 4.6972 1.8673 -1.0772
C 3.7746 0.8555 -1.1124
C 2.4028 1.1453 -1.1048
O 1.5120 0.1692 -1.1034
C 1.9958 2.4922 -1.0765
C 0.6107 2.8453 -1.0664
O -0.3174 2.0100 -0.9599
C 2.9609 3.5240 -1.0605
H 5.7570 1.6398 -1.0740
H 4.0812 -0.1823 -1.1419
H 0.3318 3.8933 -1.1615
H 2.6411 4.5612 -1.0458
N -6.4269 -0.0204 1.1528
C -5.5983 0.1021 0.3529
N -4.7061 0.2495 -0.6144
C -3.4655 0.1888 -0.6428
N -2.2933 0.1278 -0.7733
F -2.3803 -4.2655 -5.0592
C -1.8568 -3.6696 -3.9853
C -1.5135 -2.3382 -4.0276
F -1.6951 -1.6299 -5.1446
C -0.9665 -1.7573 -2.9090
F -0.5966 -0.4436 -2.9397
C -0.7772 -2.4312 -1.7109
O -0.2976 -1.8005 -0.6273
C -1.1224 -3.7699 -1.7054
F -0.9677 -4.4923 -0.5918
C -1.6509 -4.3814 -2.8236
F -1.9771 -5.6740 -2.7839
F -0.0034 -0.9341 6.0956
C -0.1069 0.2953 5.5855
F -1.2468 0.8253 6.0307
F 0.9041 1.0259 6.0643
C -0.0954 0.2518 4.0731
C 0.7736 1.0351 3.3539
C 0.7109 0.9851 1.9748
N -0.1514 0.2053 1.3218
C -0.9771 -0.5782 2.0338
C -0.9839 -0.5701 3.4129
H 1.4913 1.6795 3.8407
H 1.3711 1.5918 1.3723
H -1.6388 -1.2146 1.4710
H -1.6721 -1.2096 3.9511
```

Results of the Löwdin charge analysis, in e, for atoms 1 through 8:
1 Ti 1.04
2 Cl 0.67
3 C -0.66
4 C -0.07
5 C 0.02
6 C -0.30
7 O -0.14
8 C -0.14



| no. | maximum force (eV/Å) | DFT total energy (Eh) |
| --- | --- | --- |
| 1 | 6.96 | -2037.7733 |
| 2 | 2.51 | -1818.9815 |
| 3 | 3.77 | -1971.7147 |
| 4 | 5.35 | -2536.3224 |
| 5 | 2.14 | -3358.4880 |